Record 1
Here is a molecular structure, C4H3NO2 from OMol25. Energies are from ωB97M-V with the def2-TZVPD basis set.

```
! wB97M-V def2-TZVPD RIJCOSX def2/J DEFGRID3
* xyz 0 1
N 1.894 -0.479 0.299
C 1.081 0.240 -0.466
C 0.092 -0.822 -0.343
C -1.171 -0.410 0.124
C -1.486 0.911 0.079
O -1.947 1.963 0.096
O 0.872 1.423 -0.724
H 2.314 0.097 1.036
H 0.306 -1.853 -0.584
H -1.954 -1.070 0.482
*
```

The calculation puts the total energy at -359.35849 Ha. The HOMO energy comes out at -9.39 eV. The frontier orbital gap comes out at 9.0 eV. The value obtained for the relative energy (zero: lowest compared OMol25 entry of this formula, charge and spin) is 70.2 kcal/mol.

Atom charges from the Mulliken analysis, given in e for atoms 1 to 8:
1. N -0.580
2. C 0.508
3. C -0.090
4. C -0.768
5. C 0.799
6. O -0.265
7. O -0.619
8. H 0.240

Record 2
Here is a single C20H20N2O3 molecule from OMol25. Energies are from ωB97M-V with the def2-TZVPD basis set.

```
! wB97M-V def2-TZVPD RIJCOSX def2/J DEFGRID3
* xyz 0 1
C -5.184 -1.051 1.287
C -3.992 -0.190 1.116
O -3.641 0.654 2.094
N -2.532 1.338 1.726
C -2.178 0.922 0.535
C -1.035 1.499 -0.158
C 0.046 1.972 0.582
C 1.138 2.525 -0.060
C 1.162 2.609 -1.444
C 0.080 2.160 -2.182
C -1.018 1.612 -1.545
C -3.085 -0.093 0.088
C -3.137 -0.850 -1.176
O -4.170 -0.986 -1.806
N -1.972 -1.383 -1.641
C -0.708 -1.460 -1.043
C -0.546 -1.688 0.319
C 0.720 -1.768 0.865
C 1.849 -1.643 0.062
O 3.104 -1.815 0.599
C 3.805 -0.651 1.036
C 3.070 0.068 2.167
C 4.110 0.307 -0.114
C 1.685 -1.453 -1.307
C 0.421 -1.363 -1.852
H -4.944 -1.913 1.910
H -5.516 -1.396 0.311
H -5.977 -0.490 1.774
H 0.006 1.905 1.658
H 1.971 2.896 0.518
H 2.018 3.036 -1.945
H 0.088 2.245 -3.258
H -1.873 1.292 -2.122
H -2.039 -1.747 -2.584
H -1.410 -1.825 0.952
H 0.841 -1.958 1.920
H 4.743 -1.069 1.419
H 3.683 0.883 2.542
H 2.127 0.471 1.806
H 2.871 -0.622 2.984
H 4.739 1.118 0.244
H 4.636 -0.215 -0.909
H 3.188 0.727 -0.513
H 2.554 -1.393 -1.943
H 0.301 -1.217 -2.915
*
```

The calculation puts the total energy at -1109.34451 Ha. The HOMO energy comes out at -8.51 eV. As for the SMILES: Cc1onc(-c2ccccc2)c1C(=O)Nc1ccc(OC(C)C)cc1. The frontier orbital gap comes out at 9.1 eV. The value obtained for the relative energy (zero: lowest compared OMol25 entry of this formula, charge and spin) is 62.9 kcal/mol.

Atom charges from the Mulliken analysis, given in e for atoms 1 to 8:
1. C -1.346
2. C -0.095
3. O -0.198
4. N -0.753
5. C 0.649
6. C 0.364
7. C -0.719
8. C -0.353

Record 3
Here is 7 unconnected molecules or ions with the total composition C29H53ClF8NO7 from OMol25. Energies are from ωB97M-V with the def2-TZVPD basis set.

```
! wB97M-V def2-TZVPD RIJCOSX def2/J DEFGRID3
* xyz 1 1
F 5.730 -3.248 1.924
C 5.181 -2.121 1.339
F 6.086 -1.115 1.525
C 4.875 -2.462 -0.168
F 5.486 -3.656 -0.454
F 3.522 -2.678 -0.285
C 5.299 -1.395 -1.223
F 6.638 -1.109 -1.184
F 5.116 -1.981 -2.464
C 4.492 -0.055 -1.177
F 4.308 0.452 0.084
F 5.263 0.880 -1.853
C 3.110 -0.073 -1.903
O 1.991 -0.265 -1.026
C 0.884 0.503 -1.520
C -0.507 -0.114 -1.150
C -0.664 -0.544 0.330
C -0.870 0.567 1.425
Cl 0.699 0.947 2.250
N -1.596 -0.233 2.450
C -2.293 -1.240 2.018
C -2.120 -1.219 0.481
C -2.221 -2.539 -0.329
C -1.118 -3.473 -0.390
C -1.218 -4.674 -1.178
C -2.441 -4.887 -1.908
C -3.540 -3.977 -1.833
C -3.438 -2.780 -1.043
H 4.234 -1.903 1.881
H 3.005 0.935 -2.386
H 3.017 -0.820 -2.723
H 0.936 0.482 -2.643
H 0.986 1.566 -1.170
H -1.271 0.672 -1.403
H -0.694 -0.941 -1.876
H 0.057 -1.269 0.764
H -1.458 1.435 1.048
H -1.616 -0.100 3.465
H -2.889 -1.928 2.653
H -2.800 -0.461 0.009
H -0.170 -3.280 0.153
H -0.407 -5.426 -1.270
H -2.530 -5.790 -2.539
H -4.481 -4.136 -2.399
H -4.297 -2.078 -1.012
C -6.414 1.701 -1.470
C -6.619 0.204 -1.571
O -5.665 -0.489 -0.762
H -5.405 1.973 -1.790
H -7.135 2.236 -2.090
H -6.522 2.036 -0.434
H -6.489 -0.131 -2.600
H -7.624 -0.075 -1.241
H -5.792 -0.196 0.149
C 3.235 -5.734 0.325
C 2.385 -6.884 -0.167
O 1.593 -6.469 -1.279
H 2.601 -4.892 0.611
H 3.840 -6.030 1.184
H 3.899 -5.380 -0.464
H 1.706 -7.220 0.618
H 3.007 -7.731 -0.469
H 2.192 -6.180 -1.978
C 6.638 2.501 3.023
C 6.346 2.053 4.441
O 5.256 1.131 4.457
H 5.757 2.972 2.582
H 7.468 3.211 3.000
H 6.892 1.644 2.391
H 6.072 2.904 5.063
H 7.222 1.569 4.884
H 5.510 0.376 3.914
C -9.453 5.634 -3.637
C -7.995 5.228 -3.733
O -7.879 3.818 -3.912
H -9.939 5.122 -2.804
H -9.551 6.711 -3.492
H -9.993 5.352 -4.544
H -7.465 5.492 -2.817
H -7.506 5.732 -4.572
H -8.340 3.589 -4.727
C 10.319 2.153 1.056
C 10.694 3.589 1.369
O 10.590 3.838 2.768
H 9.300 1.943 1.388
H 10.389 1.955 -0.016
H 10.977 1.457 1.584
H 10.022 4.279 0.858
H 11.718 3.803 1.048
H 11.192 3.234 3.217
C -8.638 3.517 1.768
C -8.839 2.017 1.665
O -7.878 1.334 2.470
H -7.631 3.791 1.447
H -9.362 4.052 1.151
H -8.745 3.851 2.804
H -8.710 1.684 0.635
H -9.843 1.734 1.995
H -8.002 1.624 3.381
*
```

The calculation puts the total energy at -2976.98584 Ha. The HOMO energy comes out at -11.45 eV. The frontier orbital gap comes out at 7.2 eV.

Atom charges from the Mulliken analysis, given in e for atoms 1 to 8:
1. F -0.290
2. C 0.059
3. F -0.216
4. C 0.839
5. F -0.326
6. F -0.223
7. C 0.427
8. F -0.278

Record 4
Here is a single C6H11IN2O molecule from OMol25. Energies are from ωB97M-V with the def2-TZVPD basis set.

```
! wB97M-V def2-TZVPD RIJCOSX def2/J DEFGRID3
* xyz 0 1
H 2.413 1.467 0.361
N 1.808 0.794 -0.091
C 0.664 1.293 -0.130
O 0.237 2.490 0.143
C 1.208 3.423 0.493
C -0.758 0.293 -0.679
C -0.368 -1.023 -1.268
C -0.034 -1.732 -0.024
C -0.957 -1.029 1.096
N -1.601 0.087 0.406
I -3.602 -0.186 -0.183
H 1.929 3.608 -0.374
H 1.779 2.988 1.436
H 0.740 4.453 0.595
H -1.100 0.959 -1.443
H 0.406 -1.086 -2.052
H -1.219 -1.565 -1.637
H -0.193 -2.857 -0.102
H 1.017 -1.561 0.155
H -1.651 -1.782 1.616
H -0.497 -0.500 1.915
*
```

The calculation puts the total energy at -717.55499 Ha. The HOMO energy comes out at -8.52 eV. As for the SMILES: [H]/N=C(\OC)[C@H]1CCCN1I. The frontier orbital gap comes out at 8.4 eV. The value obtained for the relative energy (zero: lowest compared OMol25 entry of this formula, charge and spin) is 15.4 kcal/mol.

Atom charges from the Mulliken analysis, given in e for atoms 1 to 8:
1. H 0.260
2. N -0.599
3. C 0.386
4. O -0.306
5. C -0.821
6. C -0.067
7. C -0.550
8. C -0.501